Entry 1:
The following is a quantum chemistry calculation of C35H24BrClF6INO4PRuS2 as an isolated structure at a distorted geometry, from the Open Molecules 2025 dataset.

```
! RIJCOSX wB97M-V def2-TZVPD def2/J DEFGRID3
* xyz 0 2
I -2.993 0.160 -1.068
Ru -1.105 0.214 1.012
Br -1.274 3.291 0.200
Cl -3.471 1.582 2.080
S -2.570 -1.407 3.083
S -0.987 -3.277 2.256
P 0.458 -0.179 -1.025
F -2.828 -5.107 1.610
F -3.867 -2.152 5.305
F -5.180 -1.551 3.703
F -4.092 -0.068 4.806
F -2.677 -3.496 0.185
F -1.161 -5.015 0.244
O -0.547 -2.136 1.483
O -1.680 -0.363 3.501
O -3.152 -1.245 1.781
O 0.016 -4.169 2.714
N -2.054 -2.870 3.338
C 4.307 -1.636 -0.563
C 2.014 2.058 -0.426
C 2.490 3.341 -0.626
C 1.702 -2.536 -0.401
C 0.190 -1.968 -5.262
C 4.051 -2.948 -0.198
C 2.339 2.221 3.949
C -3.395 -2.010 -3.118
C 1.134 1.484 -1.343
C 0.325 5.123 1.665
C 0.016 3.796 1.533
C -3.274 -2.767 -4.284
C -4.433 1.506 0.673
C 0.131 -0.726 -2.758
C 0.638 2.782 2.287
C -0.993 -2.007 -4.498
C 2.744 -3.401 -0.125
C 0.707 2.229 -2.437
C -2.103 -2.723 -4.987
C 1.950 4.569 3.338
C -1.979 -4.282 1.004
C 1.303 5.510 2.588
C 2.072 0.891 3.771
C 1.647 3.199 3.208
C -1.068 -1.312 -3.245
C 1.269 -0.721 -3.544
C 1.176 3.517 -2.626
C 1.296 -1.306 -4.810
C 1.083 0.486 2.860
C -2.345 -1.268 -2.637
C -4.015 -1.300 4.297
C 1.949 -1.203 -0.723
C 2.073 4.072 -1.726
C 3.267 -0.759 -0.817
C 0.348 1.403 2.139
H -0.009 1.805 -3.127
H 2.714 4.860 4.044
H 2.165 -0.247 -3.173
H 0.834 4.089 -3.473
H 2.435 5.078 -1.873
H -0.175 5.860 1.059
H -4.344 -1.969 -2.606
H 1.541 6.558 2.694
H 3.487 0.260 -1.100
H -4.121 -3.332 -4.641
H 2.306 1.505 0.456
H 3.179 3.773 0.086
H 2.192 -1.252 -5.407
H -5.283 0.845 0.765
H 4.869 -3.617 0.022
H -2.006 -3.231 -5.932
H 0.195 -2.468 -6.219
H 3.098 2.542 4.649
H 0.913 -0.581 2.739
H 2.532 -4.423 0.153
H -4.599 2.458 0.196
H 5.326 -1.290 -0.649
H 0.681 -2.887 -0.353
H 2.619 0.141 4.324
*
```

For the strongest force on any atom, the calculation gives 2.2 eV Å⁻¹. The relative energy (zero: lowest compared OMol25 entry of this formula, charge and spin) comes out at 521.7 kJ/mol. The value obtained for the frontier orbital gap (alpha / beta) is 0.1625 / 0.1625 hartree. The expectation value of S² is 1.1053.

=====

Entry 2:
The following is a quantum chemistry calculation of a 22-piece molecular cluster, C43H79BrCl17N14O27 overall at a distorted geometry, from the Open Molecules 2025 dataset.

```
! RIJCOSX wB97M-V def2-TZVPD def2/J DEFGRID3
* xyz -1 1
Br 8.060 21.219 -25.228
Cl 8.713 30.742 -28.672
Cl 14.532 28.874 -23.466
Cl 3.084 26.043 -32.784
Cl 2.041 28.701 -33.724
Cl 6.391 29.144 -28.490
Cl 10.503 25.686 -27.647
Cl 12.379 30.124 -24.794
Cl 11.942 28.196 -22.498
Cl 13.037 26.172 -29.081
Cl 12.915 27.136 -25.095
Cl 8.570 28.626 -26.638
Cl 11.263 28.378 -28.267
Cl 2.122 26.421 -35.541
Cl 6.046 23.723 -22.048
Cl 10.326 26.436 -30.437
Cl 6.952 31.055 -26.389
Cl 4.718 27.707 -34.564
O 12.263 22.542 -21.828
O 6.554 30.676 -31.072
O 7.975 21.896 -31.267
O 5.779 23.619 -20.649
O 3.814 21.373 -30.117
O 1.102 20.805 -30.650
O 10.626 23.780 -22.683
O 7.897 21.682 -19.915
O 13.020 23.625 -27.134
O 7.454 23.945 -22.232
O 3.670 30.598 -26.143
O 6.615 29.470 -23.522
O 7.711 20.808 -21.844
O 5.377 24.910 -22.597
O 5.406 20.458 -28.864
O 2.174 26.497 -28.925
O 8.396 28.311 -22.987
O 3.846 28.649 -25.184
O 5.691 22.521 -22.800
O 8.378 23.512 -29.893
O 3.347 28.081 -29.680
O 4.211 20.811 -25.055
O 11.648 24.104 -25.504
O 8.162 29.757 -32.205
O 1.087 27.773 -24.786
O 0.892 25.818 -25.758
O 0.944 19.426 -32.290
N 11.787 23.576 -22.307
N 2.354 27.670 -29.038
N 7.102 29.746 -31.678
N 12.079 23.408 -26.419
N 5.848 24.854 -27.624
N 8.293 22.289 -30.147
N 1.104 20.553 -31.826
N 4.310 20.485 -29.376
N 3.682 29.862 -25.107
N 7.211 25.536 -25.955
N 7.309 28.866 -22.713
N -1.921 24.028 -27.761
N 8.411 21.114 -20.814
N 1.433 26.611 -24.991
C -0.785 24.861 -28.385
C 11.435 22.079 -26.485
C 7.642 29.873 -27.569
C -3.983 24.031 -26.116
C 3.402 19.318 -29.213
C -4.549 24.289 -24.631
C 6.315 28.514 -31.735
C 11.322 25.325 -19.050
C 12.853 28.584 -24.016
C 11.258 26.666 -28.867
C 9.837 20.859 -20.740
C 8.573 21.312 -29.059
C 2.974 22.931 -25.089
C 4.997 24.720 -29.975
C 3.097 21.492 -25.549
C 9.995 24.929 -19.258
C -0.197 22.511 -28.395
C 12.784 24.650 -22.624
C 7.104 20.561 -34.941
C 5.690 20.549 -33.040
C 2.512 26.114 -24.161
C 10.814 25.782 -16.785
C 1.424 28.623 -28.409
C 0.368 23.871 -28.748
C 6.532 19.646 -32.460
C 7.637 19.172 -33.105
C 5.959 21.094 -34.334
C 8.282 25.503 -24.971
C -1.317 22.665 -27.382
C 5.290 26.003 -27.144
C 11.769 25.749 -17.836
C 7.089 29.060 -21.230
C 9.526 25.385 -16.891
C 7.887 19.552 -34.400
C 9.174 24.958 -18.196
C -2.622 24.671 -26.511
C 1.453 21.725 -32.737
C -2.920 23.794 -28.902
C 5.294 24.031 -28.646
C 3.637 30.505 -23.756
C 3.051 27.173 -34.174
C 6.098 26.350 -26.028
C 7.051 24.667 -26.979
H 12.015 25.279 -19.877
H 4.418 23.564 -28.195
H 8.114 24.855 -18.372
H -3.757 24.024 -23.931
H 10.804 21.949 -25.606
H -0.451 22.112 -29.377
H 0.788 24.021 -29.742
H 4.542 25.710 -29.971
H -1.179 25.445 -29.217
H 2.206 23.456 -25.657
H -3.467 22.872 -28.706
H 8.515 24.477 -24.684
H 3.227 26.836 -23.767
H -0.460 25.550 -27.605
H 2.914 25.513 -24.976
H 4.328 26.363 -27.478
H 6.032 28.846 -21.072
H 9.215 25.852 -25.413
H 3.760 29.814 -22.922
H 2.332 22.142 -32.247
H 1.271 24.001 -28.151
H 8.046 21.606 -28.151
H 5.303 28.653 -31.354
H 8.131 20.346 -29.303
H 8.250 18.386 -32.689
H 12.797 26.033 -17.665
H 7.584 23.731 -27.059
H 9.701 24.728 -20.278
H 2.034 25.382 -23.510
H 5.935 23.152 -28.705
H 7.480 21.069 -35.816
H 8.011 26.135 -24.125
H 2.681 31.029 -23.730
H 8.916 25.521 -16.010
H 1.721 21.182 -33.644
H 5.994 27.196 -25.365
H 0.680 28.113 -27.797
H 4.526 31.134 -23.780
H 6.376 28.176 -32.770
H 5.480 21.938 -34.807
H 3.116 21.695 -26.620
H 3.313 19.002 -30.252
H 12.240 25.588 -22.734
H 10.862 22.099 -27.412
H -4.878 25.327 -24.583
H 6.280 19.197 -31.510
H 5.916 24.640 -30.555
H 4.268 24.092 -30.487
H 0.602 21.898 -27.976
H -5.420 23.714 -24.315
H 9.983 20.419 -19.754
H 2.795 23.069 -24.023
H 11.088 26.172 -15.816
H 6.783 27.813 -31.045
H 3.874 23.532 -25.222
H 13.231 24.441 -23.596
H 10.201 21.878 -20.612
H 13.477 24.835 -21.803
H -2.038 24.554 -25.598
H -3.759 22.977 -26.275
H 2.178 20.984 -25.258
H 0.718 22.506 -32.929
H 3.888 18.675 -28.479
H -0.829 22.835 -26.422
H 7.738 28.423 -20.629
H -4.774 24.302 -26.816
H 12.335 21.464 -26.454
H 7.259 30.124 -21.067
H 4.895 21.028 -32.487
H -2.276 23.607 -29.761
H 1.040 29.223 -29.234
H 9.624 21.108 -28.854
H -2.740 25.728 -26.749
H -2.039 21.868 -27.201
H 8.754 19.186 -34.928
H 2.516 19.767 -28.764
H 1.998 29.394 -27.894
H 10.291 20.446 -21.641
H -3.628 24.622 -28.952
*
```

For the strongest force on any atom, the calculation gives 6.7 eV Å⁻¹. The value obtained for the frontier orbital gap is 0.0887 hartree.

=====

Entry 3:
The following is a quantum chemistry calculation of one molecule with the formula C4H6O2 at a distorted geometry, from the Open Molecules 2025 dataset.

```
! RIJCOSX wB97M-V def2-TZVPD def2/J DEFGRID3
* xyz 0 1
O -0.150 -0.658 -1.280
O 2.831 0.248 0.424
C -0.622 -0.663 0.063
C 0.809 -0.772 -0.252
C -1.378 0.627 0.288
C 1.739 0.371 -0.073
H -1.082 -1.621 0.353
H 1.252 -1.761 -0.189
H -2.292 0.714 -0.322
H -0.812 1.544 0.091
H -1.673 0.618 1.322
H 1.379 1.353 -0.426
*
```

For the strongest force on any atom, the calculation gives 1.6 eV Å⁻¹. The relative energy (zero: lowest compared OMol25 entry of this formula, charge and spin) comes out at 198.1 kJ/mol. The value obtained for the frontier orbital gap is 0.4029 hartree. As for the SMILES: C[C@H]1O[C@H]1C=O.

=====

Which value of strongest force on any atom does entry 2 give? 6.7 eV Å⁻¹

=====

Which value of strongest force on any atom does entry 3 give? 1.6 eV Å⁻¹